(1)
A 2-piece molecular cluster, C39H38N2O3 overall at a distorted geometry, computed with ωB97M-V/def2-TZVPD.

Geometry as XYZ:
```
82
Properties=species:S:1:pos:R:3:forces:R:3:mulliken_charge:R:1
C -0.292555 0.464915 0.601255 0.9 1.0 1.5 -0.816
C -0.054610 1.241729 1.707690 -0.6 -0.8 -1.5 0.699
N 1.146464 1.585077 2.303154 0.2 -0.4 -0.3 0.699
C 2.416933 0.959790 2.083890 0.3 0.4 0.9 -0.170
C 3.574746 1.766397 2.051912 0.0 -0.6 -0.3 0.855
C 3.541954 3.257876 2.152692 0.2 0.5 -0.2 -2.090
C 4.821813 1.146602 1.944669 -0.4 -0.3 0.1 -0.673
C 4.950856 -0.247113 1.917267 -0.1 0.3 0.0 0.801
C 6.320257 -0.862072 1.817731 0.2 -0.1 0.0 -1.519
C 3.801849 -1.025370 2.044662 -0.1 0.6 0.0 -1.280
C 2.539003 -0.432129 2.200548 0.4 0.0 -0.2 1.313
C 1.384673 -1.294077 2.588904 -0.2 -0.8 -0.1 -1.315
C 0.875776 2.431250 3.373981 -0.6 0.2 0.9 -0.496
C -0.461232 2.569583 3.478865 0.7 0.4 0.4 -1.307
N -1.053244 1.874555 2.443397 -0.2 0.1 0.1 0.853
C -2.427147 1.472710 2.387195 -0.4 0.0 -0.1 -0.591
C -2.894049 0.549042 3.331577 -0.2 -0.2 -0.6 1.080
C -2.077981 0.164563 4.523168 0.0 -0.4 0.4 -1.348
C -4.123760 -0.068907 3.096617 0.1 0.2 0.1 -0.938
C -4.896127 0.242759 1.978552 0.2 0.2 0.0 0.652
C -6.136534 -0.557025 1.697615 -0.2 -0.1 0.1 -1.586
C -4.495432 1.304481 1.162463 0.1 -0.3 0.3 -0.777
C -3.277684 1.957224 1.376848 0.2 -0.4 0.4 0.902
C -2.893762 3.123744 0.533363 0.0 0.3 -0.4 -1.350
H -1.315283 0.465567 0.271805 0.2 -0.3 -0.2 -0.972
H 0.574521 0.006116 0.133863 -0.6 0.0 -0.2 0.545
H 2.539101 3.670512 2.241972 0.2 0.0 -0.2 0.432
H 4.124106 3.590940 3.025923 -0.2 -0.1 -0.2 0.355
H 4.026244 3.693477 1.268868 -0.1 0.0 0.2 0.438
H 5.715236 1.772258 1.899976 -0.2 -0.1 0.0 0.416
H 6.250442 -1.951811 1.739204 0.1 0.2 0.0 0.346
H 6.866614 -0.470780 0.946979 -0.2 -0.2 0.2 0.342
H 6.921898 -0.620829 2.706023 -0.2 -0.1 -0.2 0.324
H 3.880954 -2.110378 2.067924 0.0 0.2 0.1 0.288
H 1.728184 -2.334401 2.629207 -0.1 0.2 0.2 0.427
H 0.969008 -1.032584 3.576123 0.2 0.1 -0.4 0.169
H 0.579535 -1.262207 1.850352 0.0 0.1 0.3 0.333
H 1.666367 2.834917 3.983885 -0.2 -0.1 0.0 0.730
H -1.056228 3.092724 4.211724 0.2 0.1 -0.2 0.700
H -2.684344 -0.480008 5.168437 0.2 0.0 -0.1 0.450
H -1.178857 -0.402633 4.242230 -0.1 0.3 0.0 0.097
H -1.779308 1.030654 5.126473 0.0 -0.2 -0.2 0.322
H -4.482463 -0.828721 3.795964 0.1 0.2 -0.2 0.356
H -6.611184 -0.237706 0.764813 0.0 -0.1 0.2 0.358
H -5.899288 -1.628822 1.619746 0.0 0.3 0.0 0.344
H -6.860953 -0.452941 2.518322 0.1 0.0 -0.2 0.348
H -5.125315 1.620286 0.330496 0.1 0.0 0.2 0.373
H -3.804014 3.612724 0.167190 0.2 0.0 0.1 0.506
H -2.310047 3.862030 1.097360 -0.1 -0.2 -0.2 0.282
H -2.324826 2.802874 -0.349281 -0.1 0.2 0.4 0.118
C -1.167302 -6.701792 -4.729190 -0.5 0.6 -0.1 -0.797
O -2.082942 -5.578358 -4.807145 0.5 -0.5 0.0 -0.451
C -1.828365 -4.465606 -4.068919 0.6 0.7 0.6 0.848
C -0.682002 -4.299216 -3.252068 -0.8 -0.5 -0.6 -0.458
C -0.529879 -3.138083 -2.513082 -0.2 0.7 -0.1 -0.372
C -1.453478 -2.078552 -2.594247 0.1 -2.1 -0.1 -0.537
C -1.213158 -0.777707 -1.976657 0.0 1.1 -1.5 -0.431
C -0.322108 0.087876 -2.524910 -0.7 -1.2 0.4 1.069
C -0.346826 1.558484 -2.357028 -1.1 0.8 1.2 -0.069
O -1.266032 2.228453 -1.889491 1.3 -0.9 -0.9 -0.785
C 0.919265 2.067041 -2.923616 0.7 0.0 -0.3 0.444
C 1.509765 3.322507 -2.801928 0.0 0.0 -0.1 -0.469
C 2.778060 3.510835 -3.360224 0.1 -0.4 -0.2 -0.527
C 3.432862 2.461488 -4.051383 -0.4 0.1 0.3 -0.491
C 2.828997 1.207147 -4.153932 -0.1 0.1 0.0 -0.420
C 1.577600 1.023195 -3.581656 0.3 0.6 0.3 -0.154
C 0.830982 -0.251841 -3.432620 0.0 -0.8 -0.5 0.302
O 1.156772 -1.316123 -3.939370 -0.4 1.1 0.6 -0.631
C -2.620581 -2.284983 -3.372567 0.7 0.6 0.5 -0.363
C -2.785766 -3.425731 -4.128792 0.5 -0.9 0.1 -0.777
H -1.635693 -7.457270 -5.363127 0.2 0.1 0.1 0.240
H -0.173602 -6.444469 -5.129193 -0.3 0.0 0.2 0.321
H -1.086544 -7.079546 -3.699742 0.0 0.2 -0.2 0.332
H 0.082950 -5.077823 -3.220574 -0.3 0.3 0.1 0.325
H 0.348265 -3.031028 -1.878222 -0.1 0.1 -0.2 0.439
H -1.940428 -0.423341 -1.256238 -0.1 0.2 -0.2 0.777
H 0.983802 4.109674 -2.261225 0.2 -0.1 -0.2 0.483
H 3.284281 4.472031 -3.257761 -0.2 -0.3 0.0 0.404
H 4.420848 2.621590 -4.490982 -0.4 0.0 0.2 0.395
H 3.291064 0.353013 -4.640515 0.1 0.2 0.0 0.485
H -3.373128 -1.495612 -3.395326 0.2 -0.2 -0.1 0.433
H -3.637959 -3.563106 -4.781889 -0.1 0.0 0.1 0.410
```
Forces are in eV/Å.

Results
* Kohn-Sham gap: 5.83 eV
* energy relative to the best compared isomer or geometry (same formula, charge and spin): 124.7 kJ/mol
* calculated total energy: -1844.110833 Eh
* E_LUMO: -0.56 eV
* SMILES: C=C1N(c2c(C)cc(C)cc2C)C=CN1c1c(C)cc(C)cc1C.COc1ccc(C=C2C(=O)c3ccccc3C2=O)cc1
* largest force on an atom: 2.088 eV/A



(2)
A 7-piece molecular cluster, C39H38N6O15S overall at a distorted geometry, computed with ωB97M-V/def2-TZVPD.

Geometry as XYZ:
```
99
Properties=species:S:1:pos:R:3:forces:R:3:mulliken_charge:R:1
O 4.758853 1.952039 2.010146 0.3 0.2 -0.4 -0.614
N 3.925745 1.959180 2.880855 -0.9 -0.5 0.5 1.143
O 3.236479 2.900585 3.216120 0.1 0.3 -0.3 -0.636
C 3.694257 0.704700 3.618679 0.6 -0.9 0.5 -0.012
C 4.427024 -0.440342 3.296351 -0.5 0.4 -0.5 -0.303
C 4.330043 -1.565367 4.102359 1.0 0.3 0.5 -0.700
C 3.651436 -1.492371 5.300289 -0.7 0.1 0.2 -0.592
C 2.863434 -0.378164 5.586948 0.3 -0.7 0.1 -0.167
C 2.885323 0.712011 4.750214 -0.1 0.8 -0.1 -0.411
H 5.068139 -0.466156 2.425971 0.0 0.2 0.0 0.479
H 5.004472 -2.394349 3.928181 -0.2 -0.1 -0.2 0.444
H 3.712262 -2.273868 6.047105 0.0 -0.2 -0.2 0.413
H 2.284908 -0.385828 6.501162 0.0 0.2 0.0 0.409
H 2.335968 1.599768 5.034306 0.0 0.1 -0.2 0.583
O -1.427646 -5.952397 -5.245268 -0.7 -0.1 0.3 -0.574
N -0.357664 -6.394864 -5.579533 1.2 1.0 -0.1 0.950
O -0.122799 -7.513768 -5.949434 -0.2 -0.9 -0.2 -0.577
C 0.784081 -5.439184 -5.595672 -0.6 0.8 0.1 0.341
C 0.686706 -4.298853 -4.789218 -0.9 -0.1 -0.2 -0.488
C 1.552593 -3.240135 -4.945445 0.9 -0.7 -0.2 -0.212
C 2.604877 -3.396186 -5.862695 -0.1 0.4 0.4 -0.412
C 2.740597 -4.552959 -6.589459 -0.1 -0.7 -0.2 -0.509
C 1.780724 -5.578167 -6.523657 0.7 0.4 -0.1 -0.578
H -0.185451 -4.214757 -4.153709 0.2 0.0 0.2 0.447
H 1.506983 -2.375490 -4.300649 -0.2 0.1 -0.2 0.505
H 3.336322 -2.610950 -6.000525 0.0 0.0 0.1 0.376
H 3.622131 -4.705512 -7.198024 -0.2 0.2 -0.3 0.371
H 1.823181 -6.387650 -7.237485 0.0 -0.3 0.3 0.403
O -1.187744 6.378064 5.525114 -0.2 0.5 -0.6 -0.595
N -0.850789 5.722051 6.476229 -0.2 -0.4 0.4 1.012
O -0.446731 6.154930 7.529698 0.2 0.4 0.4 -0.605
C -0.903632 4.276855 6.350155 0.0 -1.5 0.1 -0.278
C -1.431628 3.671984 5.210351 -0.5 0.4 -0.5 -0.467
C -1.305583 2.320833 4.983839 0.6 -0.5 0.9 0.445
C -0.616858 1.532601 5.922481 -0.3 0.2 -0.7 -0.521
C -0.160696 2.118278 7.083565 -0.6 -0.1 0.4 -0.618
C -0.371488 3.467680 7.352323 0.7 -0.1 -0.3 -0.413
H -2.025930 4.188114 4.467139 0.4 0.6 0.2 0.445
H -1.736987 1.906443 4.085369 0.0 -0.2 0.1 0.269
H -0.469511 0.473712 5.757233 -0.1 0.0 0.0 0.545
H 0.270172 1.498470 7.859278 0.1 0.0 0.0 0.394
H -0.013299 3.801156 8.314591 -0.1 0.6 -0.2 0.432
O -2.478613 -0.680539 4.665061 0.0 0.2 -0.1 -0.608
N -2.639279 -1.504136 3.790206 0.1 -0.9 -0.8 1.034
O -2.655926 -2.710003 3.952945 0.2 0.2 0.2 -0.613
C -2.866578 -1.054881 2.397066 0.1 1.6 0.3 -0.166
C -2.564804 -1.822003 1.289138 -0.5 -1.3 0.8 -0.349
C -2.973155 -1.436609 0.029957 0.3 0.8 -0.4 -0.578
C -3.575590 -0.181293 -0.169442 0.6 -0.7 0.2 -0.649
C -3.767365 0.614161 0.939017 -0.2 0.3 0.8 -0.874
C -3.378308 0.213650 2.226165 -1.3 0.2 -0.9 -0.146
H -2.160988 -2.807232 1.498097 0.1 0.1 -0.3 0.512
H -2.761625 -2.080812 -0.812928 0.0 0.0 0.0 0.473
H -3.821664 0.157586 -1.166123 -0.2 0.0 0.0 0.918
H -4.310524 1.551252 0.921525 0.2 0.1 -0.5 0.422
H -3.720242 0.893779 2.994142 0.5 -0.4 0.5 0.565
O -0.277524 0.507569 -2.458001 0.3 -0.5 0.0 -0.661
N 0.301894 -0.374686 -1.829552 -0.8 1.0 -0.8 1.299
O 0.821781 -1.342822 -2.344272 0.1 0.0 0.5 -0.640
C 0.305523 -0.199486 -0.385798 0.0 0.0 1.1 -0.767
C -0.299336 0.922073 0.189596 0.8 0.1 -0.3 -0.418
C -0.303935 1.084471 1.573564 -0.4 -0.5 -0.8 -0.787
C 0.329947 0.134164 2.353222 0.1 -0.5 0.3 0.098
C 0.948895 -0.970621 1.773729 -0.3 0.0 0.0 -0.384
C 0.896129 -1.174261 0.403558 0.3 0.0 0.0 -0.454
H -0.632875 1.740026 -0.432569 -0.4 -0.3 -0.1 0.645
H -0.936098 1.880048 1.940281 0.5 0.2 0.4 0.774
H 0.341397 0.140516 3.436560 -0.1 0.5 0.0 0.215
H 1.409928 -1.690714 2.436968 0.1 -0.1 -0.2 0.427
H 1.354629 -2.036578 -0.061698 -0.1 0.0 0.0 0.539
O 5.508630 -0.483436 -4.828206 0.3 0.1 -0.6 -0.616
N 4.852662 -0.919136 -3.912871 -0.1 0.6 0.3 1.013
O 4.623999 -2.084665 -3.717974 -0.1 -0.9 0.2 -0.585
C 4.297184 0.052746 -2.969496 -0.3 0.5 0.7 0.363
C 4.134238 1.356414 -3.406223 0.9 -0.1 0.1 -0.572
C 3.719850 2.308447 -2.497455 -0.3 0.7 0.0 -0.709
C 3.346082 1.947824 -1.226627 -0.4 -1.0 0.7 -0.723
C 3.446409 0.610109 -0.820343 0.0 -0.1 0.1 0.013
C 3.982247 -0.347577 -1.659196 0.2 0.2 -1.6 -0.447
H 4.490846 1.656218 -4.380459 -0.2 -0.2 -0.1 0.492
H 3.667678 3.358751 -2.756336 0.0 -0.1 -0.3 0.391
H 2.926097 2.652524 -0.521142 0.2 0.2 -0.1 0.498
H 3.058732 0.288619 0.136296 0.3 0.2 0.2 0.502
H 4.187149 -1.387606 -1.446407 -0.3 0.0 0.5 0.397
C -6.634670 -0.071680 -3.228332 0.5 0.3 1.7 -1.020
C -6.285689 1.204689 -3.943477 -0.4 0.2 -1.9 -0.266
O -5.223092 1.885656 -3.280155 0.3 0.7 0.4 -0.242
S -4.299934 2.936691 -4.093826 -0.2 -0.7 0.5 1.165
C -3.151751 1.835851 -4.885523 0.6 1.2 -0.3 -0.776
O -5.084172 3.621391 -5.074304 0.0 -0.3 0.0 -0.619
O -3.598154 3.667890 -3.090125 -0.1 -0.2 0.0 -0.607
H -7.200346 0.127787 -2.310395 -0.6 0.2 -0.5 0.306
H -5.748420 -0.476567 -2.727007 0.2 -0.4 -0.9 0.180
H -7.150052 -0.796067 -3.847533 0.1 0.0 0.0 0.358
H -5.976655 1.045788 -4.987193 0.2 -0.5 0.2 0.354
H -7.154416 1.848422 -4.118243 0.1 0.2 0.7 0.318
H -2.488612 1.357655 -4.168415 -0.5 -0.4 0.2 0.157
H -2.474135 2.529168 -5.395623 -0.2 0.0 -0.2 0.376
H -3.629673 1.219342 -5.639105 -0.1 -0.2 0.2 0.351
```
Forces are in eV/Å.

Results
* Kohn-Sham gap: 8.58 eV
* calculated total energy: -3363.667108 Eh
* E_LUMO: -1.19 eV
* SMILES: O=[N+]([O-])c1ccccc1.O=[N+]([O-])c1ccccc1.O=[N+]([O-])c1ccccc1.O=[N+]([O-])c1ccccc1.O=[N+]([O-])c1ccccc1.O=[N+]([O-])c1ccccc1.CCOS(C)(=O)=O
* largest force on an atom: 1.977 eV/A